An isolated molecule of C4H8N2O2 at a distorted geometry, computed with wB97M-V/def2-TZVPD.

As for the HOMO-LUMO gap: 10.52 eV. As for the HOMO energy: -9.7527 eV. The calculation puts the energy above the lowest of the compared OMol25 structures with the same formula, charge and spin at 76.9 kcal per mole. As for the SMILES: NC(=O)[C@@H]1N[C@@H]1CO.

ORCA input file:
```
! RIJCOSX wB97M-V def2-TZVPD def2/J DEFGRID3
* xyz 0 1
C 1.384 -0.477 -0.001
C 0.591 0.705 -0.339
C -0.930 0.507 -0.135
C -1.715 -0.676 0.313
H 3.322 -0.963 -0.437
H 3.194 0.647 0.096
H 1.035 1.238 -1.158
H -0.017 1.169 1.561
H -1.514 1.091 -0.889
H -1.720 -0.802 1.355
H -1.155 -1.601 0.033
H -3.034 0.063 -0.907
N 2.654 -0.213 -0.252
N -0.149 1.547 0.659
O 1.062 -1.602 0.371
O -3.009 -0.633 -0.269
*
```

=====

An isolated molecule of C4H8N2O2 at a distorted geometry, computed with wB97M-V/def2-TZVPD.

As for the HOMO-LUMO gap: 10.02 eV. As for the HOMO energy: -9.2541 eV. The calculation puts the energy above the lowest of the compared OMol25 structures with the same formula, charge and spin at 67.5 kcal per mole. As for the SMILES: NC(=O)N(O)C1CC1.

ORCA input file:
```
! RIJCOSX wB97M-V def2-TZVPD def2/J DEFGRID3
* xyz 0 1
C 1.631 -0.386 0.071
C -1.493 -1.251 0.266
C -2.119 0.099 0.137
C -0.809 -0.193 -0.541
N 2.714 0.406 0.134
N 0.342 0.416 0.031
O 1.597 -1.581 0.148
O 0.545 1.749 -0.419
H -1.040 -1.510 1.209
H -1.920 -2.089 -0.263
H -2.997 0.222 -0.477
H -2.097 0.740 1.005
H -0.804 -0.286 -1.624
H 2.630 1.378 -0.112
H 3.615 -0.034 0.150
H 0.205 2.321 0.284
*
```

=====

A structure of composition C4H8N2O2 at a distorted geometry, computed with wB97M-V/def2-TZVPD.

As for the HOMO-LUMO gap (spin up / spin down): 7.03 / 7.80 eV. As for the HOMO energy (spin up / spin down): -6.5372 / -7.1428 eV. The calculation puts the energy above the lowest of the compared OMol25 structures with the same formula, charge and spin at 150.4 kcal per mole.

ORCA input file:
```
! RIJCOSX wB97M-V def2-TZVPD def2/J DEFGRID3
* xyz 0 1
N 0.783 1.203 -0.956
C 1.177 -0.008 -0.224
N -0.509 -1.269 -1.505
C -1.036 0.353 0.524
C 0.055 -0.924 -0.229
C -0.231 1.407 -0.093
O 1.975 0.168 0.919
O -0.838 0.208 1.944
H 1.531 -0.191 1.707
H -1.171 -0.670 2.174
H 1.434 1.928 -1.227
H -0.799 -2.236 -1.590
H 0.111 -1.099 -2.291
H -2.101 0.438 0.280
H 0.129 -1.749 0.487
H -0.511 2.442 0.078
*
```

=====

An isolated molecule of C4H8N2O2 at a distorted geometry, computed with wB97M-V/def2-TZVPD.

As for the HOMO-LUMO gap: 10.18 eV. As for the HOMO energy: -9.5779 eV. The calculation puts the energy above the lowest of the compared OMol25 structures with the same formula, charge and spin at 64.1 kcal per mole. As for the SMILES: C=N[C@](C)(N)C(=O)O.

ORCA input file:
```
! RIJCOSX wB97M-V def2-TZVPD def2/J DEFGRID3
* xyz 0 1
C -0.231 -0.502 2.097
C -1.910 0.870 -0.009
C -0.056 -0.910 -0.792
C -0.220 0.415 -0.086
N 0.279 0.312 1.259
N 0.599 1.471 -0.791
O -2.013 2.131 -0.561
O -2.733 0.203 0.592
H 0.099 -0.391 3.122
H -1.320 -0.943 2.144
H 1.012 -1.034 -0.786
H -0.640 -1.656 -0.151
H -0.281 -0.830 -1.858
H 0.997 1.968 -0.048
H -1.145 2.482 -0.711
H 1.398 1.112 -1.234
*
```

=====

The ion C4H8N2O2 with charge +1 at a distorted geometry, computed with wB97M-V/def2-TZVPD.

As for the HOMO-LUMO gap (spin up / spin down): 10.56 / 5.15 eV. As for the HOMO energy (spin up / spin down): -14.7956 / -14.6943 eV. The calculation puts the energy above the lowest of the compared OMol25 structures with the same formula, charge and spin at 54.3 kcal per mole. As for the expectation value of S²: 0.758.

ORCA input file:
```
! RIJCOSX wB97M-V def2-TZVPD def2/J DEFGRID3
* xyz 1 2
O -0.443 0.222 -2.390
C -0.039 0.202 -1.265
N 1.346 0.550 -1.117
C 1.925 0.810 0.179
O 2.369 1.849 0.591
C -0.932 -0.226 -0.088
C -0.637 0.303 1.348
N -1.123 -1.699 -0.070
H 1.682 1.049 -1.844
H 1.988 -0.060 0.784
H -1.959 0.111 -0.604
H 0.453 0.279 1.584
H -1.011 1.203 1.645
H -1.140 -0.315 2.053
H -2.042 -2.065 -0.305
H -0.437 -2.213 -0.500
*
```

=====

A cluster of 2 separate species, C4H8N2O2S in total at a distorted geometry, computed with wB97M-V/def2-TZVPD.

As for the HOMO-LUMO gap: 8.52 eV. As for the HOMO energy: -8.0604 eV. The calculation puts the energy above the lowest of the compared OMol25 structures with the same formula, charge and spin at 73.2 kcal per mole.

ORCA input file:
```
! RIJCOSX wB97M-V def2-TZVPD def2/J DEFGRID3
* xyz 0 1
C -2.525 1.214 -0.856
C 0.264 0.442 1.777
C 1.153 1.352 1.312
C -0.671 -2.449 -1.530
N -2.105 0.096 -1.027
N 2.447 1.139 1.004
O -3.098 2.222 -0.655
O 0.410 0.009 -1.468
S -0.493 -0.753 -0.698
H 0.600 -0.601 2.058
H -0.768 0.644 1.976
H 0.679 2.333 0.843
H -0.085 -2.421 -2.469
H -0.052 -3.004 -0.839
H -1.674 -2.737 -1.776
H 3.052 0.403 1.293
H 2.868 2.113 1.055
*
```

=====

An isolated molecule of C4H8N2O2S at a distorted geometry, computed with wB97M-V/def2-TZVPD.

As for the HOMO-LUMO gap (spin up / spin down): 5.57 / 6.22 eV. As for the HOMO energy (spin up / spin down): -5.1107 / -8.8653 eV. The calculation puts the energy above the lowest of the compared OMol25 structures with the same formula, charge and spin at 49.7 kcal per mole. As for the expectation value of S²: 2.020.

ORCA input file:
```
! RIJCOSX wB97M-V def2-TZVPD def2/J DEFGRID3
* xyz 0 3
C 0.422 -0.261 1.338
C 1.246 0.035 0.350
C -0.864 -0.982 1.243
C -1.859 0.103 0.871
N 0.967 1.389 -2.020
N -0.713 -2.143 0.318
O 2.177 2.095 -2.207
O -2.621 0.592 1.617
S 0.993 -0.208 -1.361
H 0.637 0.090 2.281
H 2.181 0.553 0.630
H -1.091 -1.400 2.164
H -2.000 0.494 -0.209
H -0.375 -1.857 -0.645
H -1.592 -2.813 0.309
H 0.337 1.296 -2.833
H 2.156 3.016 -1.846
*
```

=====

An isolated molecule of C4H8N2O2S2 at a distorted geometry, computed with wB97M-V/def2-TZVPD.

As for the HOMO-LUMO gap: 9.24 eV. As for the HOMO energy: -9.0632 eV. The calculation puts the energy above the lowest of the compared OMol25 structures with the same formula, charge and spin at 109.3 kcal per mole.

ORCA input file:
```
! RIJCOSX wB97M-V def2-TZVPD def2/J DEFGRID3
* xyz 0 1
C -0.973 -0.438 0.527
C -0.017 0.160 1.230
C -1.363 0.337 -0.732
C -2.878 0.459 -0.856
N -0.682 1.585 -0.641
N 3.085 -1.130 1.029
O 2.114 1.119 0.032
O 2.128 -1.040 -1.342
S 0.431 1.681 0.358
S 2.956 -0.115 -0.528
H -1.645 -1.292 0.846
H 0.414 -0.115 2.097
H -0.934 -0.350 -1.659
H -3.244 1.100 -0.154
H -3.328 -0.534 -0.865
H -3.183 0.923 -1.881
H 3.446 -0.475 1.695
H 3.672 -1.875 0.842
*
```

=====

An isolated molecule of C4H8N2O2S2 at a distorted geometry, computed with wB97M-V/def2-TZVPD.

As for the HOMO-LUMO gap: 8.71 eV. As for the HOMO energy: -8.0829 eV. The calculation puts the energy above the lowest of the compared OMol25 structures with the same formula, charge and spin at 119.1 kcal per mole. As for the SMILES: C[S@]1(=O)=NC=CS[C@@H](N)O1.

ORCA input file:
```
! RIJCOSX wB97M-V def2-TZVPD def2/J DEFGRID3
* xyz 0 1
C 1.070 -0.186 2.093
C 1.409 -1.355 1.511
C 0.406 -1.088 -1.386
C -0.777 2.381 -0.147
N 0.014 0.662 1.842
N -0.721 -1.370 -2.095
O -1.918 0.006 0.131
O 0.437 0.252 -0.823
S 0.296 -2.071 0.350
S -0.665 0.663 0.376
H 1.675 0.115 2.820
H 2.359 -1.727 1.779
H 1.322 -1.184 -1.769
H -1.397 2.944 0.386
H 0.258 2.896 -0.017
H -1.237 2.466 -1.057
H -1.588 -1.085 -1.673
H -0.944 -2.317 -2.321
*
```

=====

An isolated molecule of C4H8N2O2S2 at a distorted geometry, computed with wB97M-V/def2-TZVPD.

As for the HOMO-LUMO gap (spin up / spin down): 6.33 / 5.15 eV. As for the HOMO energy (spin up / spin down): -6.4544 / -8.1939 eV. The calculation puts the energy above the lowest of the compared OMol25 structures with the same formula, charge and spin at 39.4 kcal per mole. As for the expectation value of S²: 2.024.

ORCA input file:
```
! RIJCOSX wB97M-V def2-TZVPD def2/J DEFGRID3
* xyz 0 3
C 0.223 -0.692 1.052
C 0.566 -1.420 -0.125
C -0.139 2.283 -0.349
C 0.886 1.538 0.529
N 0.449 0.518 1.463
N -0.842 -1.360 -1.259
O -0.684 -2.535 -1.950
O -1.954 -1.186 -0.439
S -0.426 -1.810 2.096
S 1.896 -2.296 -0.545
H 0.477 2.919 -1.073
H -0.764 1.531 -0.802
H -0.697 3.017 0.164
H 1.735 1.068 -0.158
H 1.415 2.360 1.087
H -0.086 0.710 2.289
H 0.248 -2.667 -1.922
H -2.302 -1.978 -0.057
*
```

=====

The ion C4H8N2O3P with charge -1 at a distorted geometry, computed with wB97M-V/def2-TZVPD.

As for the HOMO-LUMO gap: 7.29 eV. As for the HOMO energy: -4.0928 eV. The calculation puts the energy above the lowest of the compared OMol25 structures with the same formula, charge and spin at 77.8 kcal per mole. As for the SMILES: C[N@H+]1C=CN(P(=O)([O-])[O-])C1.

ORCA input file:
```
! RIJCOSX wB97M-V def2-TZVPD def2/J DEFGRID3
* xyz -1 1
C 0.097 1.350 -0.969
C 0.224 0.116 -1.783
C 1.274 0.053 0.301
C -0.307 -1.749 -0.053
N 0.624 1.255 0.227
N 0.686 -0.909 -0.678
O -0.965 2.763 1.679
O -2.091 0.922 0.270
O -0.656 0.314 2.285
P -1.063 1.331 1.305
H -0.372 2.309 -1.213
H -0.722 -0.155 -2.254
H 2.398 0.065 0.197
H 1.179 -0.290 1.418
H -0.671 -2.528 -0.771
H 0.102 -2.317 0.883
H -1.025 -0.991 0.334
H 1.286 -1.538 -1.178
*
```

=====

An isolated molecule of C4H8N2O3S2 at a distorted geometry, computed with wB97M-V/def2-TZVPD.

As for the HOMO-LUMO gap: 9.71 eV. As for the HOMO energy: -9.4923 eV. The calculation puts the energy above the lowest of the compared OMol25 structures with the same formula, charge and spin at 0.0 kcal per mole.

ORCA input file:
```
! RIJCOSX wB97M-V def2-TZVPD def2/J DEFGRID3
* xyz 0 1
C 0.133 -1.169 0.265
C -0.590 0.838 -0.662
C -1.063 -0.128 -1.682
C 1.398 0.902 0.847
N 0.296 0.180 0.244
N 0.490 -4.471 0.271
O -1.321 -3.347 1.617
O 0.837 -1.938 0.974
O 0.871 -3.809 2.753
S -1.307 -1.594 -0.579
S 0.099 -3.682 1.533
H -0.015 1.554 -1.148
H -1.469 1.348 -0.035
H -2.057 0.272 -1.943
H -0.329 -0.163 -2.432
H 1.132 1.754 1.440
H 2.146 0.227 1.406
H 1.962 1.182 -0.011
H 1.258 -5.012 0.621
*
```

=====

The ion C4H8N2OP with charge +1 at a distorted geometry, computed with wB97M-V/def2-TZVPD.

As for the HOMO-LUMO gap: 7.90 eV. As for the HOMO energy: -12.2597 eV. The calculation puts the energy above the lowest of the compared OMol25 structures with the same formula, charge and spin at 30.5 kcal per mole. As for the SMILES: CP(O)c1c[nH]c[nH+]1.

ORCA input file:
```
! RIJCOSX wB97M-V def2-TZVPD def2/J DEFGRID3
* xyz 1 1
C -1.207 -0.809 2.257
P -1.160 -1.277 0.413
O -2.619 -0.683 -0.337
C 0.213 -0.270 -0.424
C 1.197 0.624 0.352
N 1.985 1.143 -0.760
C 1.513 0.651 -2.035
N 0.391 -0.261 -1.865
H -2.271 -1.038 2.638
H -0.395 -1.332 2.880
H -1.062 0.327 2.335
H -2.385 0.225 -0.649
H 1.243 0.801 1.471
H 2.778 1.784 -0.623
H 1.932 0.879 -3.069
H -0.154 -0.762 -2.585
*
```

=====

An isolated molecule of C4H8N2OS at a distorted geometry, computed with wB97M-V/def2-TZVPD.

As for the HOMO-LUMO gap: 9.36 eV. As for the HOMO energy: -8.5793 eV. The calculation puts the energy above the lowest of the compared OMol25 structures with the same formula, charge and spin at 118.4 kcal per mole. As for the SMILES: C/N=C1\S[C@H]1NOC.

ORCA input file:
```
! RIJCOSX wB97M-V def2-TZVPD def2/J DEFGRID3
* xyz 0 1
C -0.644 -0.810 0.205
C 0.916 -1.376 0.403
C -2.859 -0.002 0.271
C 1.560 1.582 -0.732
N -1.559 -0.294 0.844
N 2.061 -0.609 0.286
O 1.763 0.829 0.465
S -0.151 -1.733 -1.166
H 0.965 -2.269 1.124
H -3.617 -0.683 0.864
H -2.891 -0.440 -0.748
H -3.087 1.048 0.489
H 2.553 2.075 -0.827
H 0.795 2.413 -0.528
H 1.302 1.128 -1.715
H 2.892 -0.860 0.765
*
```

=====

An isolated molecule of C4H8N2OS at a distorted geometry, computed with wB97M-V/def2-TZVPD.

As for the HOMO-LUMO gap: 9.57 eV. As for the HOMO energy: -8.8690 eV. The calculation puts the energy above the lowest of the compared OMol25 structures with the same formula, charge and spin at 76.6 kcal per mole. As for the SMILES: NNC(=O)SC1CC1.

ORCA input file:
```
! RIJCOSX wB97M-V def2-TZVPD def2/J DEFGRID3
* xyz 0 1
C 0.697 0.179 -0.758
C -1.401 -0.668 1.029
C -1.906 -1.779 0.099
C -0.984 -2.072 1.178
H 2.360 2.493 0.568
H 1.106 2.757 -0.621
H 2.306 0.859 -1.713
H -2.223 0.048 1.441
H -2.980 -2.023 0.243
H -1.622 -1.720 -0.919
H -1.471 -2.678 1.923
H -0.016 -2.263 0.950
N 1.929 2.298 -0.350
N 1.878 1.022 -0.670
O 0.753 -0.847 -1.348
S -0.535 0.757 0.423
*
```